Record 1
Formula: C3H7NO2
Source: the Open Molecules 2025 dataset
Level of theory: wB97M-V/def2-TZVPD

Output
* E_tot: -323.67868 Eh
* LUMO level: 0.032 Eh
* structure (SMILES): C/C(CO)=N/O
* energy relative to the best compared isomer or geometry (same formula, charge and spin): 2.783 eV
* HOMO: -9.773 eV
* HOMO-LUMO gap: 10.640 eV

Geometry (Å):
C: -0.832 1.555 0.362
C: -0.322 0.169 0.091
N: -1.181 -0.713 -0.244
O: -0.575 -1.976 -0.393
C: 1.166 -0.093 0.240
O: 1.752 -0.793 -0.828
H: -1.918 1.559 0.479
H: -0.374 1.959 1.273
H: -0.560 2.225 -0.462
H: -1.171 -2.429 -1.000
H: 1.322 -0.607 1.203
H: 1.684 0.869 0.297
H: 1.300 -1.648 -0.855

=====

Record 2
Formula: C3H7NO2
Source: the Open Molecules 2025 dataset
Level of theory: wB97M-V/def2-TZVPD

Output
* E_tot: -323.67858 Eh
* LUMO level: 0.028 Eh
* structure (SMILES): N[C@@H]1O[C@H]1CO
* energy relative to the best compared isomer or geometry (same formula, charge and spin): 2.786 eV
* HOMO: -9.755 eV
* HOMO-LUMO gap: 10.519 eV

Geometry (Å):
N: 1.137 1.648 0.791
C: 0.755 0.281 0.695
O: 1.611 -0.757 0.250
C: 0.570 -0.297 -0.624
C: -0.767 -0.985 -0.850
O: -1.673 -0.398 0.079
H: 0.336 2.168 0.440
H: 1.237 1.928 1.760
H: 0.089 -0.101 1.463
H: 1.010 0.213 -1.477
H: -1.082 -0.746 -1.875
H: -0.719 -2.076 -0.741
H: -2.505 -0.878 0.089

=====

Record 3
Formula: C3H7NO2
Source: the Open Molecules 2025 dataset
Level of theory: wB97M-V/def2-TZVPD

Output
* E_tot: -323.36351 Eh
* LUMO level: -0.024 Eh
* energy relative to the best compared isomer or geometry (same formula, charge and spin): 11.360 eV
* HOMO: -9.020 eV
* HOMO-LUMO gap: 8.366 eV

Geometry (Å):
C: -2.021 -0.599 0.039
C: 0.180 0.277 -0.156
C: 1.160 1.424 0.004
H: -2.073 -1.149 -0.935
H: -3.068 -0.330 0.332
H: -1.628 -1.264 0.847
H: 0.745 2.014 1.638
H: 2.849 0.856 -0.093
H: 0.607 2.307 -1.260
H: 1.977 -2.053 -0.172
N: 0.501 -0.971 -0.092
O: -1.138 0.550 -0.149
O: 1.909 -1.061 -0.003

=====

Record 4
Formula: C3H7NO2
Source: the Open Molecules 2025 dataset
Level of theory: wB97M-V/def2-TZVPD

Output
* E_tot: -323.64146 Eh
* LUMO level: 0.015 Eh
* energy relative to the best compared isomer or geometry (same formula, charge and spin): 3.796 eV
* HOMO: -8.928 eV
* HOMO-LUMO gap: 9.329 eV

Geometry (Å):
C: -1.695 0.218 0.469
C: 0.055 -0.843 -1.080
C: 1.018 0.232 0.807
N: -0.022 -0.519 0.255
O: -2.363 0.244 -0.479
O: 0.864 1.656 0.743
H: -1.817 0.196 1.534
H: 0.630 -0.037 -1.768
H: 0.799 -1.645 -1.246
H: -0.882 -1.121 -1.520
H: 1.965 -0.164 0.272
H: 1.320 0.015 1.855
H: 0.127 1.768 0.160

=====

Record 5
Formula: C3H7NO2
Source: the Open Molecules 2025 dataset
Level of theory: wB97M-V/def2-TZVPD

Output
* E_tot: -323.72509 Eh
* LUMO level: 0.028 Eh
* structure (SMILES): CCNC(=O)O
* energy relative to the best compared isomer or geometry (same formula, charge and spin): 1.521 eV
* HOMO: -9.843 eV
* HOMO-LUMO gap: 10.607 eV

Geometry (Å):
C: -0.429 -0.628 1.263
N: -0.609 -0.177 -0.091
C: 0.403 0.150 -0.962
O: -0.140 0.364 -2.192
O: 1.616 -0.042 -0.806
C: -0.666 0.339 2.505
H: 0.704 -0.760 1.105
H: -0.916 -1.672 1.645
H: -1.512 -0.245 -0.773
H: 0.546 0.416 -2.833
H: -1.700 0.487 2.829
H: -0.251 -0.094 3.478
H: -0.269 1.360 2.334

=====

Record 6
Formula: C3H7NO2
Source: the Open Molecules 2025 dataset
Level of theory: wB97M-V/def2-TZVPD

Output
* E_tot: -323.70152 Eh
* LUMO level: 0.030 Eh
* structure (SMILES): CO/C(O)=C\N
* energy relative to the best compared isomer or geometry (same formula, charge and spin): 2.162 eV
* HOMO: -7.684 eV
* HOMO-LUMO gap: 8.503 eV

Geometry (Å):
C: -0.569 -1.605 -1.099
O: -0.696 -0.654 -0.048
C: 0.442 -0.035 0.343
O: 1.536 -0.849 0.292
C: 0.442 1.242 0.735
N: -0.681 2.109 0.631
H: -1.588 -1.901 -1.354
H: 0.001 -2.479 -0.773
H: -0.082 -1.163 -1.977
H: 2.316 -0.312 0.480
H: 1.357 1.686 1.120
H: -1.412 1.646 0.101
H: -1.065 2.316 1.548

=====

Record 7
Formula: C3H7NO2
Source: the Open Molecules 2025 dataset
Level of theory: wB97M-V/def2-TZVPD

Output
* E_tot: -323.66985 Eh
* LUMO level: 0.030 Eh
* structure (SMILES): C/C(CO)=N/O
* energy relative to the best compared isomer or geometry (same formula, charge and spin): 3.024 eV
* HOMO: -9.625 eV
* HOMO-LUMO gap: 10.450 eV

Geometry (Å):
C: 1.403 -0.552 -1.021
C: 0.425 0.035 -0.043
N: 0.795 1.070 0.602
O: -0.191 1.437 1.563
C: -0.923 -0.650 0.113
O: -2.039 0.208 0.092
H: 2.410 -0.173 -0.838
H: 1.412 -1.646 -0.945
H: 1.108 -0.300 -2.046
H: -0.513 2.283 1.232
H: -0.889 -1.250 1.035
H: -1.058 -1.341 -0.724
H: -2.098 0.590 0.975

=====

Record 8
Formula: C3H7NO2
Source: the Open Molecules 2025 dataset
Level of theory: wB97M-V/def2-TZVPD

Output
* E_tot: -323.70535 Eh
* LUMO level: 0.037 Eh
* structure (SMILES): N[C@@]1(O)CCO1
* energy relative to the best compared isomer or geometry (same formula, charge and spin): 2.058 eV
* HOMO: -9.774 eV
* HOMO-LUMO gap: 10.783 eV

Geometry (Å):
N: -1.566 -0.943 -0.311
C: -0.301 -0.393 -0.411
O: 0.223 -0.648 -1.657
C: -0.126 1.000 0.193
C: 1.202 0.546 0.784
O: 0.976 -0.827 0.444
H: -2.145 -0.743 0.490
H: -1.756 -1.805 -0.802
H: -0.879 1.196 0.960
H: -0.120 1.803 -0.544
H: 2.080 1.007 0.301
H: 1.297 0.674 1.866
H: 1.115 -0.867 -1.314

=====

Record 9
Formula: C3H7NO2
Source: the Open Molecules 2025 dataset
Level of theory: wB97M-V/def2-TZVPD

Output
* E_tot: -323.70268 Eh
* LUMO level: 0.033 Eh
* structure (SMILES): CC=O.NC=O
* energy relative to the best compared isomer or geometry (same formula, charge and spin): 2.130 eV
* HOMO: -9.929 eV
* HOMO-LUMO gap: 10.825 eV

Geometry (Å):
O: 5.588 1.841 -2.442
C: 4.375 1.501 -2.588
C: 3.396 1.280 -1.539
H: 4.024 1.286 -3.625
H: 2.519 2.050 -1.608
H: 3.856 1.459 -0.527
H: 2.911 0.262 -1.810
C: -4.142 -1.892 1.967
N: -5.333 -1.577 2.698
O: -3.416 -0.998 1.635
H: -4.045 -2.892 1.636
H: -5.951 -2.233 3.003
H: -5.140 -0.973 3.461

=====

Record 10
Formula: C3H7NO2
Source: the Open Molecules 2025 dataset
Level of theory: wB97M-V/def2-TZVPD

Output
* E_tot: -323.70370 Eh
* LUMO level: 0.026 Eh
* structure (SMILES): O=CCNC=O.[H][H]
* energy relative to the best compared isomer or geometry (same formula, charge and spin): 2.103 eV
* HOMO: -10.173 eV
* HOMO-LUMO gap: 10.887 eV

Geometry (Å):
O: -2.504 -0.948 0.241
C: -1.350 -1.053 -0.095
C: -0.206 -0.380 0.634
N: 0.823 0.055 -0.282
C: 2.146 -0.114 0.010
O: 2.562 -0.716 0.976
H: -2.162 1.809 -0.277
H: -1.053 -1.658 -0.979
H: 0.266 -1.111 1.304
H: -0.608 0.435 1.247
H: -1.681 2.357 -0.427
H: 0.577 0.682 -1.033
H: 2.809 0.350 -0.743

=====

Record 11
Formula: C3H7NO2
Source: the Open Molecules 2025 dataset
Level of theory: wB97M-V/def2-TZVPD

Output
* E_tot: -323.75980 Eh
* LUMO level: 0.034 Eh
* structure (SMILES): CNC(=O)OC
* energy relative to the best compared isomer or geometry (same formula, charge and spin): 0.576 eV
* HOMO: -9.682 eV
* HOMO-LUMO gap: 10.595 eV

Geometry (Å):
C: -2.036 -0.040 -0.459
N: -1.172 -0.074 0.701
C: 0.185 -0.036 0.751
O: 0.820 -0.085 1.787
O: 0.758 0.062 -0.469
C: 2.186 0.094 -0.412
H: -2.655 0.868 -0.470
H: -2.700 -0.914 -0.468
H: -1.425 -0.057 -1.362
H: -1.585 -0.127 1.619
H: 2.526 0.954 0.172
H: 2.526 0.172 -1.445
H: 2.572 -0.817 0.053

=====

Record 12
Formula: C3H7NO2
Source: the Open Molecules 2025 dataset
Level of theory: wB97M-V/def2-TZVPD

Output
* E_tot: -323.65320 Eh
* LUMO level: 0.041 Eh
* energy relative to the best compared isomer or geometry (same formula, charge and spin): 3.477 eV
* HOMO: -8.660 eV
* HOMO-LUMO gap: 9.771 eV

Geometry (Å):
C: 2.681 0.674 -0.067
O: 1.853 -0.248 0.660
C: 0.547 -0.273 0.467
O: 0.216 0.620 -0.449
C: -2.523 -0.983 0.475
N: -2.421 -0.133 -0.463
H: 3.697 0.491 0.284
H: 2.382 1.703 0.145
H: 2.608 0.494 -1.142
H: -1.706 -1.029 1.196
H: -3.361 -1.681 0.570
H: -0.769 0.535 -0.562
H: -3.204 -0.169 -1.114